C5H8O | wB97M-V/def2-TZVPD

The value obtained for the HOMO-LUMO gap is 0.3589 Ha. The value obtained for the relative energy (zero: lowest compared OMol25 entry of this formula, charge and spin) is 4.3406 eV. Its structure (SMILES) is CC1=CC1.C=O. Its molar mass is 84.118 g/mol. For the lowest unoccupied orbital energy, the calculation gives 0.02887 Eh. As for the energy: -270.39838 Eh.

Atoms and positions in Å:
C (-1.01, -0.56, 1.01)
C (-0.85, 0.15, -0.22)
C (-0.37, 1.18, -0.82)
C (-1.20, 0.22, -1.66)
H (-2.05, -0.86, 1.18)
H (-0.72, 0.16, 1.67)
H (-0.35, -1.50, 1.04)
H (0.06, 2.12, -0.91)
H (-0.49, -0.34, -2.38)
H (-2.06, 0.65, -2.15)
C (2.31, -0.28, 0.75)
O (2.17, -1.46, 0.64)
H (1.63, 0.46, 0.26)
H (2.92, 0.07, 1.58)

C2H6N2O2 | wB97M-V/def2-TZVPD

The value obtained for the HOMO-LUMO gap is 0.3740 Ha. The value obtained for the relative energy (zero: lowest compared OMol25 entry of this formula, charge and spin) is 5.8617 eV. Its structure (SMILES) is [H]/N=C/ONOC. Its molar mass is 90.082 g/mol. For the lowest unoccupied orbital energy, the calculation gives 0.03668 Eh. As for the energy: -339.61724 Eh.

Atoms and positions in Å:
H (-2.48, -1.00, -0.34)
N (-1.69, -0.42, -0.42)
C (-1.61, 0.83, -0.52)
O (-0.57, 1.67, -0.45)
N (0.83, 1.36, -0.37)
O (1.24, 0.67, 0.76)
C (1.13, -0.73, 0.46)
H (-2.47, 1.64, -0.73)
H (1.13, 2.29, -0.42)
H (2.07, -0.98, 0.18)
H (0.38, -0.97, -0.28)
H (0.74, -1.11, 1.46)

CH3NS2 | wB97M-V/def2-TZVPD

The value obtained for the HOMO-LUMO gap (spin up / spin down) is 0.2910 / 0.2427 Ha. The value obtained for the relative energy (zero: lowest compared OMol25 entry of this formula, charge and spin) is 4.5100 eV. Its molar mass is 93.176 g/mol. For the lowest unoccupied orbital energy (spin up / spin down), the calculation gives -0.04585 / -0.06213 Eh. As for the energy: -890.86258 Eh.

Atoms and positions in Å:
C (0.74, 0.14, 0.40)
N (-0.24, -0.56, 0.41)
S (-2.61, -0.36, -0.79)
S (1.59, 0.85, -0.93)
H (-0.60, -0.97, 1.29)
H (-1.31, -0.45, -0.40)
H (2.43, 1.36, 0.02)